Molecular formula: C38H29Br2F4GeN5OSeSiSn
Method: DFT, ωB97M-V with the def2-TZVPD basis set

## Properties
lowest unoccupied orbital energy	-0.053	Ha
energy	-12344.09109	Ha
HOMO-LUMO gap	4.9	eV
ΔE to the lowest compared entry with this formula, charge and spin	3.9	kcal/mol

XYZ file:
```
83
Properties=species:S:1:pos:R:3:forces:R:3
Sn 1.172953 1.356377 1.017537 0.1 0.1 0.2
Br -1.421533 -3.023942 0.550443 0.0 0.0 0.0
C -1.011833 -2.103259 2.139179 0.0 0.0 0.0
C -1.459399 -2.631057 3.368278 0.0 0.0 0.0
C -1.188075 -1.993282 4.542018 0.0 0.0 0.0
Br -1.732195 -2.769299 6.169191 -0.1 0.0 0.0
C -0.498865 -0.755087 4.537718 0.0 0.0 0.0
C -0.241748 0.037947 5.673064 0.0 0.0 0.0
C 0.421590 1.230659 5.547284 0.0 0.0 0.0
C 0.850485 1.639307 4.281182 0.0 0.0 0.0
N 0.628184 0.917756 3.202228 -0.1 0.0 -0.1
C -0.050710 -0.258973 3.298224 0.0 0.0 0.0
C -0.284729 -0.943320 2.074766 0.0 0.0 0.0
O 0.199610 -0.425028 0.941962 0.0 -0.1 -0.1
H -2.029160 -3.548626 3.369408 0.0 0.0 0.0
H -0.587143 -0.303021 6.639494 0.0 0.0 0.0
H 0.616552 1.858039 6.404082 0.0 0.0 0.0
H 1.387785 2.571048 4.147274 0.0 0.0 0.0
C 2.393671 -2.654693 -3.342637 0.0 0.0 0.0
C 1.570874 -2.404913 -2.252602 0.0 0.0 0.0
C 0.813107 -1.243715 -2.206507 0.0 0.0 0.0
C 0.874562 -0.309638 -3.243200 0.0 0.0 0.0
C 1.713988 -0.573610 -4.328554 0.0 0.0 0.0
C 2.467624 -1.737652 -4.380769 0.0 0.0 0.0
Si -0.220423 1.181424 -3.316159 0.0 0.2 0.1
C -2.024973 0.828580 -3.500545 0.0 0.0 0.0
C -2.842734 1.737174 -4.178482 0.0 0.0 0.0
C -4.222897 1.604858 -4.151252 0.0 0.0 0.0
C -4.805323 0.573400 -3.429379 0.0 0.0 0.0
C -4.009018 -0.336755 -2.747994 0.0 0.0 0.0
C -2.628438 -0.213098 -2.788497 0.0 0.0 0.0
H 2.973186 -3.568334 -3.385916 0.0 0.0 0.0
H 1.501946 -3.120145 -1.442186 0.0 0.0 0.0
H 0.178334 -1.073391 -1.346839 -0.1 0.0 0.1
H 1.781274 0.137797 -5.143939 0.0 0.0 0.0
H 3.108219 -1.930529 -5.231584 0.0 0.0 0.0
H 0.291521 2.113288 -4.339517 0.0 0.0 0.0
H -2.401016 2.560010 -4.730187 0.0 0.0 0.0
H -4.844277 2.320859 -4.672221 0.0 0.0 0.0
H -5.882930 0.487534 -3.383393 0.0 0.0 0.0
H -4.464106 -1.138121 -2.180328 0.0 0.0 0.0
H -2.021854 -0.936750 -2.255094 0.0 0.0 0.0
C 3.982768 0.289923 -1.496319 0.0 0.0 0.1
Ge 5.345352 -0.649121 -0.467647 0.0 0.0 0.0
C 7.136279 -0.192919 -1.096168 0.0 0.0 0.0
C 5.104881 -2.584912 -0.546366 0.0 0.0 0.0
C 5.294076 -0.015016 1.406036 0.0 0.0 0.0
Se 3.608495 0.056777 2.373890 -0.1 -0.1 0.0
C 3.023800 -1.792985 2.232094 0.0 0.0 0.0
H 4.002578 -0.041377 -2.533983 0.0 0.0 0.0
H 4.150496 1.367097 -1.471150 0.0 0.0 0.0
H 2.982857 0.078349 -1.113983 0.0 0.0 0.0
H 7.269717 -0.518052 -2.127880 0.0 0.0 0.0
H 7.890907 -0.687256 -0.484044 0.0 0.0 0.0
H 7.305846 0.882620 -1.051642 0.0 0.0 0.0
H 5.483434 -2.952147 -1.500693 0.0 0.0 0.0
H 4.055802 -2.865122 -0.475676 0.0 0.0 0.0
H 5.659368 -3.079015 0.251643 0.0 0.0 0.0
H 5.647851 1.017578 1.432767 0.0 0.0 0.0
H 5.981043 -0.600429 2.018982 0.0 0.0 0.0
H 2.721882 -2.028230 1.215686 0.0 0.0 0.0
H 2.173863 -1.906862 2.901448 0.0 0.0 0.0
H 3.832203 -2.442788 2.557576 0.0 0.0 0.0
F -1.292860 2.258441 1.435384 -0.1 -0.1 0.0
C -2.596781 2.086608 1.024619 0.1 0.0 0.0
C -3.383567 1.244768 1.763660 -0.1 0.0 0.0
F -2.817941 0.676637 2.848617 0.0 0.0 0.1
C -4.736095 0.989594 1.439096 0.1 0.0 0.0
C -5.195058 1.769438 0.351336 0.0 0.0 -0.1
C -4.385937 2.609358 -0.376839 0.0 0.0 0.0
F -4.912380 3.265870 -1.416111 0.0 0.0 -0.1
C -3.034904 2.781037 -0.090403 0.0 0.0 0.1
C -2.083933 3.475412 -0.981321 0.0 -0.1 0.1
C -1.041912 2.765483 -1.393302 0.3 0.3 -0.4
N -0.088214 2.123788 -1.762469 -0.2 -0.3 0.0
C -2.237741 4.810793 -1.459166 0.0 0.0 0.1
N -2.346941 5.886502 -1.851538 0.0 0.0 0.0
F -6.472081 1.664391 -0.039601 0.0 0.0 0.0
C -5.545877 0.050800 2.128798 -0.1 0.0 0.1
C -6.920547 -0.155395 1.840001 0.0 0.0 -0.1
N -8.033216 -0.377924 1.630716 -0.1 0.0 0.0
C -5.014364 -0.834178 3.097026 0.1 0.0 -0.1
N -4.585228 -1.587341 3.861349 0.1 -0.1 0.1
```
Forces are in eV/Å.

Here are the Löwdin charges for atoms 1 to 2, given in e: 1.260, 0.843